(1)
Density functional theory data (wB97M-V/def2-TZVPD) for a structure of composition C5H12NO in a non-equilibrium geometry.

CARTESIAN COORDINATES (ANGSTROEM)
O: -2.738 1.092 -0.296
N: 0.008 -1.704 1.037
C: -0.558 -0.385 0.650
C: -0.032 -0.109 -0.672
C: -2.059 -0.267 0.500
C: 2.123 1.109 -0.474
C: 1.534 -0.346 -0.728
H: -2.235 -0.791 -0.462
H: 1.733 -0.979 0.105
H: 3.082 1.139 0.213
H: 1.822 -0.679 -1.740
H: 1.483 1.656 0.244
H: -0.396 -2.020 1.902
H: 2.347 1.680 -1.369
H: -0.375 0.317 1.522
H: -0.209 0.841 -1.157
H: -2.730 -0.725 1.285
H: -0.602 -0.787 -1.327
H: -2.198 0.959 0.768

Values from the calculation:
Multiplicity = 1
Electronic energy = -327.498185 Eh
Kohn-Sham gap = 0.2281 Eh
Net charge = -1
Relative energy (zero: lowest compared OMol25 entry of this formula, charge and spin) = 519.5 kJ/mol



(2)
Density functional theory data (wB97M-V/def2-TZVPD) for a structure of composition C6H10NO in a non-equilibrium geometry.

CARTESIAN COORDINATES (ANGSTROEM)
O: 3.948 1.606 1.062
N: 0.753 0.088 0.621
C: -2.256 0.553 -1.191
C: -0.856 -0.138 -1.360
C: -1.322 -1.630 -1.439
C: 2.314 0.652 2.619
C: 0.097 0.068 -0.324
C: 3.283 1.100 1.799
H: -1.977 -1.732 -0.488
H: 1.922 1.315 3.306
H: -2.650 0.406 -2.118
H: 1.502 0.438 1.635
H: -0.204 0.066 -2.207
H: -2.869 0.135 -0.411
H: -2.089 1.513 -0.842
H: -0.371 -2.251 -1.405
H: -1.848 -1.937 -2.377
H: 2.623 -0.251 3.120

Values from the calculation:
Multiplicity = 1
Electronic energy = -364.261723 Eh
Kohn-Sham gap = 0.4100 Eh
Net charge = +1
Relative energy (zero: lowest compared OMol25 entry of this formula, charge and spin) = 224.5 kJ/mol



(3)
Density functional theory data (wB97M-V/def2-TZVPD) for a structure of composition C28H19BrN5OSn in a non-equilibrium geometry.

CARTESIAN COORDINATES (ANGSTROEM)
Sn: 2.950 -1.643 -0.314
Br: 6.795 3.325 -4.716
O: 4.806 -1.175 -1.319
N: -4.527 -0.021 -1.209
N: 2.591 -0.957 2.037
N: 0.384 -1.067 -0.518
N: 3.074 0.676 -0.070
N: -4.667 -1.658 0.298
C: 1.687 -1.425 4.193
C: 6.862 0.717 -3.564
C: -5.951 -1.322 -0.018
C: 1.604 2.361 0.938
C: -5.841 -0.279 -0.978
C: -1.704 -1.845 0.342
C: 1.192 0.677 3.134
C: -0.331 -1.875 0.261
C: -2.409 -0.919 -0.437
C: 2.246 1.141 0.952
C: 5.285 -0.134 -1.928
C: -8.205 -0.207 -1.110
C: 4.733 1.174 -1.786
C: -8.298 -1.238 -0.164
C: -3.846 -0.847 -0.450
C: -6.993 0.289 -1.529
C: 0.560 1.936 3.069
C: 5.218 2.204 -2.622
C: 3.789 1.503 -0.777
C: 2.450 -1.758 3.068
C: -7.180 -1.810 0.402
C: 6.410 -0.301 -2.767
C: 6.227 1.965 -3.517
C: 1.041 -0.215 4.218
C: -0.280 -0.174 -1.255
C: 0.762 2.749 1.987
C: 2.013 0.263 2.053
C: -1.653 -0.061 -1.250
H: 4.754 3.179 -2.584
H: -0.096 2.235 3.870
H: 1.607 -2.125 5.010
H: 2.971 -2.708 3.009
H: -7.255 -2.609 1.124
H: 0.334 0.469 -1.873
H: -9.276 -1.594 0.123
H: 7.704 0.570 -4.225
H: 1.722 3.025 0.094
H: 3.740 2.569 -0.541
H: 0.426 0.071 5.059
H: -6.919 1.076 -2.262
H: -2.169 0.660 -1.863
H: 0.269 3.707 1.925
H: -2.210 -2.542 0.992
H: 0.240 -2.585 0.852
H: -9.117 0.195 -1.526
H: -4.391 -2.369 0.953
H: 6.876 -1.275 -2.793

Values from the calculation:
Multiplicity = 1
Electronic energy = -4215.619499 Eh
Kohn-Sham gap = 0.2536 Eh
Net charge = +1



(4)
Density functional theory data (wB97M-V/def2-TZVPD) for a structure of composition C27H27BrN3O4Pd in a non-equilibrium geometry.

CARTESIAN COORDINATES (ANGSTROEM)
Pd: 0.433 0.793 -0.099
Br: 2.356 -5.786 -0.621
O: -1.455 2.023 0.272
O: 2.528 1.012 0.576
O: -0.771 -0.515 1.189
O: -1.251 -0.377 -0.916
N: 1.105 3.052 -0.230
N: 1.404 -1.251 -0.580
N: 2.393 3.103 -0.308
C: 0.402 4.204 -0.371
C: -2.025 -2.315 2.864
C: -2.932 -2.407 1.666
C: -4.056 -3.205 1.804
C: -4.945 -3.425 0.761
C: 7.312 2.099 -0.287
C: -1.841 3.146 -0.059
C: 1.966 -3.946 -0.604
C: 3.095 2.016 0.094
C: -4.664 -2.847 -0.465
C: 6.648 0.892 -0.102
C: -3.554 -2.041 -0.673
C: -2.678 -1.786 0.412
C: 4.552 2.069 -0.060
C: -6.155 -4.291 0.957
C: 1.193 5.468 -0.547
C: 1.940 -1.839 0.493
C: 1.400 -3.342 -1.716
C: 1.133 -1.987 -1.656
C: -0.967 4.250 -0.346
C: 5.272 0.875 0.020
C: 5.219 3.276 -0.269
C: -1.532 -0.863 0.223
C: 6.598 3.288 -0.372
C: -3.358 -1.509 -2.067
C: -3.317 3.416 -0.120
C: 2.243 -3.186 0.523
H: 8.391 2.112 -0.365
H: 1.176 -3.912 -2.606
H: -3.872 2.488 -0.014
H: 4.654 4.196 -0.341
H: -3.592 4.096 0.689
H: 7.207 -0.032 -0.052
H: -1.739 -1.293 3.081
H: -2.514 -2.736 3.741
H: -5.861 -5.342 0.997
H: -5.334 -3.025 -1.299
H: -4.144 -1.883 -2.722
H: -1.432 5.213 -0.499
H: 0.683 -1.474 -2.496
H: 1.818 5.383 -1.437
H: 2.133 -1.206 1.347
H: -2.394 -1.817 -2.469
H: -6.653 -4.053 1.896
H: 0.541 6.331 -0.630
H: 2.686 -3.633 1.401
H: -3.571 3.903 -1.062
H: 7.123 4.221 -0.522
H: -4.247 -3.670 2.765
H: 4.737 -0.053 0.171
H: -3.375 -0.421 -2.090
H: -6.866 -4.170 0.142
H: 1.862 5.593 0.305
H: -1.105 -2.877 2.683

Values from the calculation:
Multiplicity = 5
Electronic energy = -4211.880395 Eh
Kohn-Sham gap (alpha / beta) = 0.3030 / 0.1806 Eh
Net charge = +1
Expectation value of S² = 6.046
Relative energy (zero: lowest compared OMol25 entry of this formula, charge and spin) = 56.2 kJ/mol



(5)
Density functional theory data (wB97M-V/def2-TZVPD) for a structure of composition C8H9IN2 in a non-equilibrium geometry.

CARTESIAN COORDINATES (ANGSTROEM)
I: -1.158 -2.694 -0.803
N: -0.580 0.021 -3.380
N: 0.987 -0.541 -0.223
C: 1.548 -1.257 0.803
C: -1.836 0.231 1.158
C: -0.283 -0.434 -2.313
C: 2.097 0.904 1.106
C: 2.330 -0.404 1.559
C: 0.086 -0.996 -1.155
C: 1.305 0.779 -0.024
C: -2.385 0.857 0.118
H: 2.457 1.786 1.504
H: -3.256 0.616 -0.431
H: 0.885 1.455 -0.641
H: 1.282 -2.279 0.707
H: -1.238 0.715 -3.639
H: -2.067 1.959 -0.191
H: 2.987 -0.595 2.496
H: -1.123 0.650 1.894
H: -2.041 -0.772 1.457

Values from the calculation:
Multiplicity = 1
Electronic energy = -717.296320 Eh
Kohn-Sham gap = 0.2866 Eh
Net charge = 0
Relative energy (zero: lowest compared OMol25 entry of this formula, charge and spin) = 162.6 kJ/mol



(6)
Density functional theory data (wB97M-V/def2-TZVPD) for a structure of composition C4H6O2 in a non-equilibrium geometry.

CARTESIAN COORDINATES (ANGSTROEM)
O: 1.078 1.435 0.102
O: -1.598 0.223 -1.099
C: 0.578 -0.926 0.589
C: -0.290 0.090 -1.519
C: 0.173 0.390 -0.079
C: -1.301 0.636 0.118
H: -0.098 -0.846 -2.049
H: 0.788 -0.773 1.656
H: 1.395 1.418 1.013
H: -0.251 -1.638 0.520
H: -1.941 1.342 0.635
H: 1.467 -1.350 0.113

Values from the calculation:
Multiplicity = 1
Electronic energy = -306.324935 Eh
Kohn-Sham gap (alpha / beta) = 0.3237 / 0.2925 Eh
Net charge = 0
Relative energy (zero: lowest compared OMol25 entry of this formula, charge and spin) = 476.2 kJ/mol



(7)
Density functional theory data (wB97M-V/def2-TZVPD) for a cluster of 2 separate species, C4H7ClO2S in total in a non-equilibrium geometry.

CARTESIAN COORDINATES (ANGSTROEM)
Cl: 2.448 -1.842 -0.415
S: 1.882 1.346 -0.028
O: 2.925 1.537 -1.003
O: 0.782 -0.920 2.085
C: -2.006 -0.101 -0.473
C: -0.827 0.500 0.244
C: 0.443 0.258 -0.555
C: 1.611 -0.413 0.087
H: -1.974 0.340 -1.400
H: -0.748 0.221 1.235
H: 0.277 0.268 -1.586
H: -0.956 1.548 0.237
H: 1.061 -1.867 2.092
H: -2.054 -1.161 -0.606
H: -2.866 0.285 0.087

Values from the calculation:
Multiplicity = 1
Electronic energy = -1165.272121 Eh
Kohn-Sham gap (alpha / beta) = 0.3099 / 0.3095 Eh
Net charge = 0
Relative energy (zero: lowest compared OMol25 entry of this formula, charge and spin) = 458.5 kJ/mol



(8)
Density functional theory data (wB97M-V/def2-TZVPD) for an isolated molecule of C2H8O2Si in a non-equilibrium geometry.

CARTESIAN COORDINATES (ANGSTROEM)
Si: -0.217 -1.939 0.966
O: -0.414 -0.069 0.051
O: -1.776 -2.272 1.178
C: 0.265 1.854 -1.146
C: 0.666 0.765 -0.149
H: 0.434 -2.776 -0.025
H: -0.598 2.397 -0.766
H: 0.463 -1.699 2.224
H: -0.006 1.400 -2.098
H: 0.971 1.236 0.801
H: -2.412 -1.662 0.805
H: 1.088 2.547 -1.299
H: 1.536 0.216 -0.541

Values from the calculation:
Multiplicity = 1
Electronic energy = -520.984304 Eh
Kohn-Sham gap = 0.3683 Eh
Net charge = 0
Relative energy (zero: lowest compared OMol25 entry of this formula, charge and spin) = 266.4 kJ/mol